# 1
Below is C2H3BrClNO2 in the gas phase, with properties calculated with ωB97M-V/def2-TZVPD.

```
10
Properties=species:S:1:pos:R:3:forces:R:3
C 1.045594 0.608372 -0.224807 0.0 2.6 1.0
C -0.412963 0.114467 -0.286155 0.1 -0.2 -1.5
Cl -0.739832 -0.775803 -1.867687 0.3 0.8 0.6
Br -1.659885 1.563414 -0.085217 0.3 -0.2 0.0
N -0.816682 -1.061121 0.704812 0.8 1.6 0.2
O 0.017242 -1.903808 0.859079 0.6 -0.6 -0.1
O -1.881707 -0.980990 1.232947 -0.7 -0.2 0.2
H 1.368023 1.573644 -0.797541 -1.3 -2.2 0.1
H 1.765390 -0.147938 -0.297956 0.7 -1.4 -0.9
H 1.314817 1.009764 0.762526 -0.9 -0.3 0.4
```
Forces are in eV/Å.

Values from the calculation:
E: -90268.9991 eV
SMILES: C[C@](Cl)(Br)[N+](=O)[O-]
E_LUMO: -0.13 eV
Gap between HOMO and LUMO: 0.397 Ha

***

# 2
Below is 2 unconnected molecules or ions with the total composition C2H3BrFI, with properties calculated with ωB97M-V/def2-TZVPD.

```
8
Properties=species:S:1:pos:R:3:forces:R:3
C -0.748107 -0.914861 0.561335 0.5 0.2 -3.8
C -1.147984 -0.019899 -0.388112 -0.1 -1.4 1.1
F -1.338880 -0.155832 -1.733360 0.7 -0.4 1.7
Br -1.669577 1.663921 0.204771 -0.3 0.7 -0.2
H -0.711257 -0.580190 1.557558 0.0 0.3 0.9
H -0.226361 -1.849687 0.275661 -0.8 0.5 0.2
I 3.022537 0.188972 -0.154416 0.4 -2.6 0.3
H 2.819628 1.667574 -0.323437 -0.4 2.6 -0.3
```
Forces are in eV/Å.

Values from the calculation:
E: -82981.7202 eV
SMILES: C=C(F)Br.I
E_LUMO: 0.61 eV
Gap between HOMO and LUMO: 0.374 Ha

***

# 3
Below is a molecular structure, C2H3BrI2, with properties calculated with ωB97M-V/def2-TZVPD.

```
8
Properties=species:S:1:pos:R:3:forces:R:3
C 0.869818 -0.046185 0.152194 -1.7 -0.8 -2.3
C -0.571117 0.018902 -0.152414 -1.6 0.4 -0.1
Br -0.882766 0.066117 -2.060794 -0.1 -0.1 0.0
I -1.452125 -1.738049 0.763641 -0.1 0.2 -0.3
I -1.462937 1.810115 0.739995 0.2 -0.4 -0.2
H 0.879064 -0.026237 1.149259 1.0 -0.8 4.0
H 1.244220 -0.846222 -0.416075 0.8 -1.6 0.1
H 1.375840 0.761560 -0.175803 1.5 3.1 -1.2
```
Forces are in eV/Å.

Values from the calculation:
E: -88365.4938 eV
E_LUMO: -0.63 eV
Gap between HOMO and LUMO: 0.323 Ha

***

> What is the E_LUMO in the third record?

-0.63 eV